[1]
Density functional theory data (wB97M-V/def2-TZVPD) for a 3-piece molecular cluster, C27H36BF2N3O6P overall in a non-equilibrium geometry.

```
76
Properties=species:S:1:pos:R:3:forces:R:3
P 3.04681 -1.49351 -2.65292 3.3 0.3 -1.9
F 6.07955 1.89202 2.75063 -0.1 -0.2 0.0
F -7.22458 1.97215 0.83375 -0.1 -0.2 -0.2
O 3.91911 -1.82605 -3.86542 -2.3 0.1 2.8
O -5.20882 -3.12481 0.35533 2.2 1.8 0.2
O 3.76740 -0.11507 -1.90470 -1.7 -3.1 -0.2
O -2.10992 -3.81478 2.15440 -1.3 0.2 -2.8
O 2.97278 -2.68924 -1.45073 -0.2 1.8 -2.5
O -4.98534 -1.27915 1.67135 2.8 -2.0 -3.9
N -0.62484 -0.54050 -1.62941 -3.8 -0.6 1.4
N -5.33227 0.60371 -3.37035 0.2 -1.3 3.2
N -1.66463 -4.98964 -0.05946 -1.9 2.6 0.0
C -6.23138 -1.30648 -2.01961 1.2 0.5 -0.3
C -6.12969 4.60236 3.07386 0.1 -0.3 0.0
C -5.69918 1.88542 2.62930 0.0 -0.2 -0.2
C 3.28117 -4.02071 -1.94875 0.6 -2.9 1.5
C 8.58084 4.50844 2.88092 -0.2 0.0 -0.2
C 1.30043 -1.07293 -3.31309 -0.1 0.9 0.4
C -3.13169 -0.14772 -0.91530 1.1 -1.8 1.0
C -6.79719 3.95368 2.03981 -0.1 0.1 -0.2
C 7.05392 4.94631 1.06332 0.2 -0.1 0.3
C -3.18068 -1.48511 -0.07406 3.9 0.7 -2.5
C -6.57622 2.60150 1.83041 0.4 0.5 0.8
C -5.02345 2.53693 3.65618 -0.1 0.3 -0.1
C -0.62126 -1.77820 -0.89537 -2.5 0.3 0.8
C 5.32437 -0.10418 0.14238 -0.1 -0.2 0.6
C 5.10003 -0.49861 -1.39296 1.7 0.5 0.9
C -4.51381 0.70257 -0.96174 0.9 -1.3 -0.7
C -4.48684 -1.94191 0.71742 -3.3 0.8 3.1
C 8.17122 5.30339 1.81413 0.0 0.0 0.0
C -1.84510 -2.31970 -0.08161 -0.6 4.0 -1.5
C 6.76324 3.00751 2.44461 0.5 0.7 -0.2
C -5.24092 3.89351 3.87941 0.0 0.0 0.0
C 0.54230 0.00703 -2.39242 1.6 0.4 -0.3
C -1.84034 0.27088 -1.65838 -1.5 -2.5 2.1
C 7.86995 3.35676 3.20200 0.0 -0.1 0.1
C -5.37167 0.03614 -2.17795 -0.1 1.3 -2.0
C 3.76412 -4.87654 -0.64533 0.9 0.9 -1.1
C 6.34885 3.78867 1.37699 -0.1 -0.1 -0.1
B -1.86832 -3.72167 0.74166 0.6 -1.9 0.7
H 0.31732 -2.44612 -0.88903 -1.4 1.6 -0.2
H -6.72636 -1.39523 -0.99108 0.7 0.2 -1.6
H -4.71743 4.40147 4.68301 -0.1 -0.1 -0.1
H 4.14866 -4.07605 -2.68381 -1.4 0.6 0.7
H 1.49254 -0.56655 -4.33439 -0.1 -1.0 1.7
H 8.16936 2.73093 4.03450 0.0 0.0 -0.1
H 5.86953 0.10020 -2.00593 -1.3 -1.2 0.7
H -4.20691 1.77385 -1.20583 -0.8 -1.4 0.3
H -5.54930 0.82761 2.44646 0.0 0.1 0.0
H 0.23349 0.89571 -3.05543 0.0 -1.6 1.2
H -4.32810 1.98710 4.28160 -0.1 0.0 -0.1
H -5.48903 -2.17875 -2.19065 -1.3 1.3 0.5
H 9.45370 4.78583 3.46217 -0.1 -0.1 0.0
H 4.39077 -0.22794 0.80257 1.2 0.1 -1.2
H 0.68381 -2.02473 -3.49314 1.0 1.4 0.4
H 4.83933 -4.51411 -0.41586 -1.8 -0.6 0.0
H 2.36272 -4.58144 -2.35272 1.1 1.3 0.3
H 8.72324 6.20423 1.56606 -0.1 -0.1 0.0
H -2.83819 -4.47888 2.27100 1.2 0.5 0.3
H -5.98153 -3.21941 0.97474 1.0 0.5 -0.5
H 5.69473 0.96492 0.31099 -0.6 -1.5 -0.5
H -1.61540 -4.68956 -1.04991 0.1 -0.6 0.6
H 1.28819 0.43832 -1.63135 -1.1 -0.7 -1.0
H -7.48600 4.49033 1.39769 0.0 -0.1 0.0
H -2.57942 -5.48983 0.00528 1.2 -0.2 0.1
H 5.30894 -1.62098 -1.50166 -0.5 1.7 -0.1
H -6.97093 -1.34712 -2.88510 0.9 0.2 1.3
H -5.09197 0.62458 0.03259 1.2 0.2 -1.5
H 5.48164 3.49038 0.79898 0.0 0.0 0.1
H 6.11797 -0.80612 0.60740 -1.2 1.1 -0.9
H 6.73389 5.56902 0.23481 0.0 -0.1 0.1
H 3.08281 -4.71894 0.25693 0.9 -0.4 -1.4
H -6.30085 5.65853 3.25171 0.0 -0.1 -0.1
H -4.71970 1.43595 -3.33421 -0.4 -0.4 -0.1
H -1.83370 1.24055 -2.26221 0.2 -1.7 1.0
H 3.86425 -5.96026 -0.98449 -0.4 1.4 0.7
```
Positions in Å, forces in eV/Å.

## Properties
- HOMO energy: -10.8 eV
- Frontier orbital gap: 5.616 eV
- Strongest force on any atom: 0.1006 hartree/bohr
- LUMO: -5.145 eV
- Total charge: +1
- Total energy: -60729.4087 eV

[2]
Density functional theory data (wB97M-V/def2-TZVPD) for a 8-piece molecular cluster, C27H36BF4O11 overall in a non-equilibrium geometry.

```
79
Properties=species:S:1:pos:R:3:forces:R:3
F -0.31671 -0.15116 -0.17158 1.1 0.3 -0.8
F 0.86034 -0.79251 1.62713 0.2 0.2 -0.2
F 0.93819 1.37534 0.95534 0.0 1.8 0.2
F 2.15121 -0.15562 -0.11100 -0.2 -0.2 -1.4
O 0.62116 3.94494 1.73886 -0.6 2.8 -0.9
O -3.47029 -0.98707 3.40435 -1.7 1.6 0.5
O -2.65000 -1.59568 -0.02828 -7.0 -3.4 -0.4
O -2.50957 -1.26918 -3.43845 0.0 0.3 -0.3
O -0.79397 7.07479 -2.66301 -1.6 2.5 3.3
O 3.97178 0.76602 1.71234 1.7 -1.2 3.0
O 1.81151 0.99382 -2.88759 0.2 0.9 -1.3
O 3.06656 -2.79678 -6.75335 2.8 5.9 -1.6
O 2.29339 -7.10115 2.83323 5.2 2.3 3.3
O -7.19003 1.57038 1.35972 0.5 -3.5 0.6
O 2.56350 -1.59076 4.13397 0.4 -2.5 0.4
C -1.54803 -0.19478 -3.30767 -2.1 1.4 -0.1
C -3.84133 -0.93812 0.34274 0.1 2.3 0.5
C 0.33478 5.11555 -1.80329 -2.4 1.2 -0.3
C -2.19898 -1.47592 3.53080 3.1 -4.2 -1.0
C 2.54500 -3.01887 3.81107 0.1 4.0 -4.1
C -6.13898 -0.70774 1.21767 -0.7 0.1 -0.7
C -3.87364 0.52069 0.21844 2.5 0.1 -1.1
C 3.16730 -0.57819 -5.90685 -0.3 -2.3 -0.7
C 2.79203 0.41313 -5.05520 -0.6 -5.4 1.1
C 2.31630 -4.76677 2.17100 0.3 2.6 -2.6
C -5.00511 -1.55253 0.84958 0.6 7.9 -0.6
C -0.09249 6.01168 0.84607 0.1 1.5 -2.7
C 2.20571 -5.73721 3.08643 0.4 -0.1 4.2
C 2.19900 -5.27535 4.46464 -1.0 -2.2 0.6
C 2.54689 -3.39184 2.42849 -0.4 -0.3 1.6
C 2.02579 -1.26592 -3.56417 1.2 -1.5 -1.9
C -0.40724 6.91001 -0.17698 0.0 -0.5 -3.2
C 2.19110 0.10788 -3.90628 -2.2 -2.9 5.4
C -4.92388 1.31949 0.57311 -1.6 0.7 -0.8
C 2.42122 -3.98148 4.77317 1.2 2.9 2.2
C 0.38604 4.77286 0.61859 0.6 -2.9 -0.1
C 2.94838 -1.94562 -5.74106 -1.6 0.4 2.4
C -0.34117 6.40273 -1.57753 2.3 -1.6 2.3
C -6.13365 0.65359 1.05171 2.6 3.0 -0.6
C 3.84397 2.03087 2.36831 0.5 -3.7 1.9
C 2.42544 -2.28526 -4.50306 -0.9 -0.5 2.4
C 0.57779 4.27743 -0.70604 -1.1 4.3 0.9
B 0.94431 0.09822 0.50629 -1.1 -2.2 2.0
H -1.62185 -1.47395 2.49358 -0.8 0.3 2.2
H 0.66471 3.29242 -0.86948 1.1 -3.5 -0.4
H 0.33819 4.72083 -2.89754 0.2 0.6 2.1
H -2.68135 -1.45302 -2.49991 -0.2 -0.4 -0.6
H 1.82041 -5.77304 5.43036 1.1 -0.6 -2.0
H 2.88191 -3.63218 -6.94675 -1.7 -5.3 0.4
H -3.99217 -1.71247 3.02037 0.2 0.8 0.2
H -2.94775 1.06790 -0.27184 -1.8 -1.4 1.2
H 1.69453 -1.67893 -2.60105 0.0 0.9 -0.3
H -0.56891 -0.58673 -3.51618 0.6 0.3 0.5
H 2.29944 -3.37060 -4.14805 0.1 1.7 -0.8
H 3.15226 1.87715 3.23489 1.1 0.2 0.0
H -1.91958 -1.10662 0.06818 4.5 3.6 0.7
H -1.44410 -1.28656 4.40306 -1.9 0.9 -1.4
H 2.50063 -0.97732 3.36970 0.0 -1.2 0.0
H 0.78766 3.09913 1.38445 0.4 -2.0 -0.4
H 1.19969 0.64526 -2.20578 0.7 -0.4 -0.9
H 4.85393 2.36153 2.59625 -0.4 0.7 0.1
H -4.92612 2.47001 0.26359 0.0 -2.7 1.1
H -0.64017 7.97754 0.09473 -0.1 -1.4 -0.7
H 1.56119 -7.29705 2.42369 -6.2 -2.3 -3.7
H -1.89590 0.17224 -2.35233 1.8 0.3 1.0
H 2.69362 -3.57035 5.81634 -1.2 -1.1 -1.4
H -7.71974 0.91788 1.88441 -0.3 1.5 -0.4
H 2.14062 -4.87811 1.10735 0.5 -1.0 -0.1
H 2.93207 1.30651 -5.30183 1.3 7.5 -2.0
H 2.70741 -2.70015 1.55263 -0.5 -0.6 1.4
H -1.72382 0.79903 -3.85948 -0.1 -1.9 -0.5
H -2.42890 -2.57408 3.72532 1.2 0.6 -0.2
H -4.99255 -2.49978 0.76774 -0.6 -6.9 0.1
H -0.48450 6.75203 -3.45047 1.3 -1.6 -2.8
H -0.18626 6.40551 1.77598 -0.2 0.6 2.9
H 3.23399 2.48014 1.72980 -1.8 3.7 -2.6
H 3.67085 0.75948 0.84450 -1.1 0.3 -2.2
H 3.52459 -0.37161 -6.84657 1.0 1.0 -2.1
H -7.19767 -0.96597 1.45867 1.1 -1.2 0.0
```
Positions in Å, forces in eV/Å.

## Properties
- HOMO energy: -5.7 eV
- Frontier orbital gap: 7.996 eV
- Strongest force on any atom: 0.1548 hartree/bohr
- LUMO: 2.272 eV
- Total charge: -1
- Energy relative to the best compared isomer or geometry (same formula, charge and spin): 0.407 eV
- Total energy: -62650.5637 eV

[3]
Density functional theory data (wB97M-V/def2-TZVPD) for C27H36BrCoN4O as an isolated structure.

```
70
Properties=species:S:1:pos:R:3:forces:R:3
Br 1.14954 3.80313 1.54494 0.0 0.1 0.0
Co 2.11580 0.51542 1.06985 0.5 0.6 0.0
O 2.84147 -0.63860 2.89158 0.0 0.0 0.0
N 1.38441 1.25065 -0.78550 -0.1 -0.1 0.0
N 1.01724 -1.12216 0.38083 -0.2 -0.3 0.2
N 4.41205 -0.52204 4.48884 0.0 0.0 -0.1
N 0.64246 1.26091 2.48071 0.0 -0.2 0.1
C 0.81222 -2.25500 1.06286 0.1 0.0 0.0
C -3.39060 -3.01496 -1.38219 0.0 0.0 0.0
C -0.87638 3.62789 -4.57935 0.0 0.0 0.0
C -0.97663 0.64560 4.15396 -0.1 -0.1 0.1
C -0.30143 -3.04718 0.88257 0.1 0.0 0.0
C 1.29317 2.63098 -2.72169 0.1 0.1 0.0
C 0.04449 0.35224 3.26684 0.0 0.0 -0.1
C 0.81783 2.15318 -5.70143 0.0 0.0 0.0
C 0.11594 -0.76677 -0.54154 0.1 0.2 -0.1
C 0.45040 0.46507 -1.32728 0.0 -0.2 0.2
C 0.29207 1.84712 -3.28982 -0.1 0.0 0.0
C -0.11566 0.73340 -2.55997 -0.1 0.0 -0.1
C 0.24723 2.51904 2.59254 0.1 0.1 -0.1
C -1.03679 -1.50172 -0.75708 -0.1 -0.1 -0.1
C -0.29895 2.20555 -4.64809 0.0 0.0 0.0
C -1.27985 -2.66503 -0.03301 -0.1 0.1 -0.1
C -0.75893 2.93111 3.44234 -0.1 0.0 0.1
C -1.41690 1.24566 -5.05828 0.0 0.0 0.0
C -2.55927 -3.47597 -0.18432 0.0 0.0 0.0
C 4.06853 1.10492 1.18102 -0.1 -0.2 0.1
C 3.85865 -0.09150 3.34504 -0.1 0.0 0.0
C -1.37850 1.97292 4.22578 -0.1 0.1 0.0
C -2.21413 -4.96278 -0.36262 0.0 0.0 0.0
C 4.49244 1.08989 2.64661 0.0 -0.1 0.0
C -1.60150 -0.44413 4.98789 0.0 0.1 -0.1
C -3.38404 -3.28960 1.09993 0.0 0.0 0.0
C 1.80487 2.30412 -1.48158 0.0 0.1 0.0
H -1.52222 -5.11307 -1.19477 0.0 0.0 0.0
H 0.42103 -0.65846 3.18673 0.0 0.0 0.0
H 0.41280 2.42354 -6.67885 0.0 0.0 0.0
H -3.74428 -1.98778 -1.26458 0.0 0.0 0.0
H -1.74819 -1.15422 -1.49107 0.0 0.0 0.0
H -2.82711 -3.08805 -2.31681 0.0 0.0 0.1
H 1.62647 2.84966 -5.47021 0.0 0.0 0.0
H 4.02038 -1.31699 4.96367 0.0 0.0 0.0
H 5.57456 1.06624 2.82206 0.0 0.0 0.0
H -2.15175 -1.14910 4.36105 0.0 0.0 0.0
H -2.29669 -0.03148 5.71670 0.0 0.0 0.0
H -0.40412 -3.95033 1.47029 0.0 0.0 0.0
H -0.85291 0.05513 -2.96357 0.0 0.0 0.0
H -0.84007 -1.00836 5.52745 0.0 0.0 0.0
H -1.30523 3.89468 -5.54742 0.0 0.0 0.0
H -1.83736 1.57096 -6.01099 0.0 0.0 0.0
H 2.57606 2.90515 -1.01354 0.0 -0.1 0.0
H 1.58092 -2.51397 1.78174 0.0 0.0 0.0
H -4.27068 -3.65247 -1.47527 0.0 0.0 0.0
H 1.24295 1.14926 -5.77371 0.0 0.0 0.0
H 1.68930 3.49645 -3.23758 0.0 0.0 0.0
H -2.82299 -3.60900 1.98172 0.0 0.0 0.0
H -4.29466 -3.88990 1.04382 0.0 0.0 0.0
H -0.11059 4.36796 -4.33799 0.0 0.0 0.0
H -1.66506 3.69515 -3.82603 0.0 0.0 0.0
H -1.03962 3.97277 3.48669 0.0 0.0 0.0
H -3.12574 -5.52416 -0.57432 0.0 0.0 0.0
H -2.17197 2.26534 4.90313 0.0 0.0 0.0
H -1.04813 0.22501 -5.19387 0.0 0.1 0.0
H 4.31717 2.05976 0.71203 0.0 0.0 0.1
H -3.67169 -2.24339 1.23357 0.0 0.0 0.0
H -2.22997 1.23266 -4.32710 0.0 0.0 0.0
H 5.26615 -0.12103 4.83203 0.0 0.0 0.0
H 4.62966 0.32842 0.64676 0.1 0.1 -0.1
H 4.11997 1.98409 3.16184 0.0 0.0 0.0
H -1.76764 -5.39186 0.53601 0.0 0.0 0.0
```
Positions in Å, forces in eV/Å.

## Properties
- HOMO energy (spin up / spin down): -10.0 / -10.9 eV
- Frontier orbital gap (spin up / spin down): 7.218 / 8.069 eV
- Strongest force on any atom: 0.0150 hartree/bohr
- LUMO (spin up / spin down): -2.748 / -2.880 eV
- Total charge: +1
- Energy relative to the best compared isomer or geometry (same formula, charge and spin): 0.000 eV
- Total energy: -144258.2662 eV
- Multiplicity: 4